Record 1
DFT (wB97M-V/def2-TZVPD) results for C19H8BrCoF5IN2OSe as an isolated structure.

CARTESIAN COORDINATES (ANGSTROEM)
Co 0.621 1.072 -0.369
Br 1.535 6.976 0.382
C 0.766 5.838 1.660
C 0.524 6.349 2.927
C -0.043 5.549 3.909
C -0.379 4.230 3.636
C -0.144 3.709 2.369
C 0.431 4.517 1.396
I 0.773 3.718 -0.503
H 0.779 7.384 3.135
H -0.225 5.965 4.897
H -0.833 3.604 4.401
H -0.419 2.690 2.146
O -1.356 -0.237 1.517
C -0.566 0.363 1.043
F 1.277 2.626 -7.160
C 0.847 2.100 -6.028
C 1.668 2.078 -4.935
F 2.897 2.587 -5.013
C 1.208 1.523 -3.770
F 2.102 1.530 -2.736
C -0.060 0.991 -3.635
Se -0.776 0.221 -2.034
C -0.854 1.027 -4.764
F -2.086 0.534 -4.744
C -0.414 1.576 -5.946
F -1.202 1.604 -7.010
N 7.367 -1.592 1.121
C 6.299 -1.219 0.891
C 4.954 -0.746 0.599
C 4.328 0.143 1.462
C 3.062 0.572 1.144
N 2.418 0.168 0.031
C 3.026 -0.696 -0.793
C 4.291 -1.178 -0.541
H 4.817 0.489 2.362
H 2.540 1.264 1.794
H 2.470 -1.004 -1.672
H 4.752 -1.880 -1.222

Output
Lowest unoccupied orbital energy (spin up / spin down), eV: -4.031 / -4.871
Relative energy (zero: lowest compared OMol25 entry of this formula, charge and spin), kcal per mole: 9.0
Net charge: +1
Frontier orbital gap (spin up / spin down), eV: 7.571 / 6.791
2S+1: 4

Atomic partial charges in e from the natural (NBO) method, atoms 1 to 5: number 1, Co, carries 1.00; number 2, Br, carries 0.13; number 3, C, carries -0.19; number 4, C, carries -0.20; number 5, C, carries -0.18

Record 2
DFT (wB97M-V/def2-TZVPD) results for C19H8ClI2NO3OsS5 as an isolated structure.

CARTESIAN COORDINATES (ANGSTROEM)
Os 0.128 1.124 0.475
S -0.357 8.112 1.742
C -0.355 6.515 1.459
S -0.743 5.812 -0.094
C -0.549 4.153 0.356
C -0.170 3.926 1.665
S -0.149 2.322 2.233
S 0.067 5.324 2.665
S -0.947 2.810 -0.631
I 2.907 -3.161 1.746
C 0.888 -2.876 1.393
C 0.019 -3.984 1.473
C -1.335 -3.859 1.332
I -2.528 -5.557 1.485
C -1.906 -2.580 1.100
C -3.285 -2.295 1.007
C -3.709 -1.008 0.826
C -2.765 0.024 0.716
N -1.471 -0.215 0.771
C -1.024 -1.491 0.987
C 0.389 -1.617 1.132
O 1.121 -0.521 1.063
H 0.450 -4.957 1.669
H -4.000 -3.102 1.090
H -4.760 -0.768 0.765
H -3.057 1.053 0.558
Cl 0.601 -2.913 -4.045
C 1.264 -1.597 -3.124
C 0.536 -0.429 -2.992
C 1.063 0.603 -2.222
C 2.295 0.458 -1.583
C 3.031 -0.700 -1.783
C 2.519 -1.734 -2.547
C 2.806 1.489 -0.609
O 3.976 1.768 -0.532
O 1.863 2.095 0.097
H -0.414 -0.322 -3.497
H 0.536 1.549 -2.175
H 3.992 -0.796 -1.296
H 3.070 -2.654 -2.679

Output
Lowest unoccupied orbital energy (spin up / spin down), eV: -2.540 / -2.169
Relative energy (zero: lowest compared OMol25 entry of this formula, charge and spin), kcal per mole: 0.0
Frontier orbital gap (spin up / spin down), eV: 5.716 / 5.975

Atomic partial charges in e from the natural (NBO) method, atoms 1 to 5: number 1, Os, carries 0.82; number 2, S, carries 0.04; number 3, C, carries -0.57; number 4, S, carries 0.50; number 5, C, carries -0.40

Record 3
DFT (wB97M-V/def2-TZVPD) results for an isolated molecule of C2.

CARTESIAN COORDINATES (ANGSTROEM)
C 0.000 0.000 0.621
C 0.000 0.000 -0.621

Output
Lowest unoccupied orbital energy, eV: -4.729
Relative energy (zero: lowest compared OMol25 entry of this formula, charge and spin), kcal per mole: 0.0
Frontier orbital gap, eV: 6.910

Need the natural (NBO) charges? In units of e they are: number 1, C, carries 0.00; number 2, C, carries 0.00

Record 4
DFT (wB97M-V/def2-TZVPD) results for C2 as an isolated structure.

CARTESIAN COORDINATES (ANGSTROEM)
C 0.000 0.000 0.955
C 0.000 0.000 -0.955

Output
Lowest unoccupied orbital energy, eV: -2.930
Relative energy (zero: lowest compared OMol25 entry of this formula, charge and spin), kcal per mole: 72.6
Frontier orbital gap, eV: 6.475

Need the natural (NBO) charges? In units of e they are: number 1, C, carries 0.00; number 2, C, carries 0.00

So what do the calculations give for electronic energy? Going down the list: -8068.55623 -4146.56780 -75.87743 -75.76185 a.u..